Record 1
C10H8N2 | ωB97M-V/def2-TZVPD

Structure (XYZ):
```
20
Properties=species:S:1:pos:R:3:forces:R:3
C -2.8351 0.7459 -1.8467 -1.49 1.01 -0.31
C -3.0145 0.0801 -0.6053 -0.89 -1.36 2.48
C -1.8381 -0.2748 0.1540 -2.39 1.49 -2.81
C -0.5417 0.1821 -0.4600 -2.79 -6.20 9.80
C 0.7009 -0.2140 0.3155 -1.51 1.38 0.17
C 1.8757 0.3848 -0.0602 2.46 -3.91 4.26
C 3.0194 0.0326 0.6641 -5.37 -2.85 3.25
C 2.8936 -0.8274 1.8455 -2.42 2.61 -5.17
C 1.6519 -1.2888 2.0858 -1.88 -0.74 1.17
N 0.5393 -0.9290 1.4052 0.67 -1.50 0.06
N -0.4506 0.7329 -1.4947 -1.00 5.65 -10.86
C -1.6155 1.0729 -2.2973 3.32 0.47 -0.38
H -3.6738 1.1876 -2.4261 0.34 -0.86 0.52
H -4.2658 -0.1651 -0.2208 4.38 0.68 -1.12
H -1.9671 -0.8267 1.0748 0.50 0.17 -0.06
H 1.9836 1.0108 -0.7977 0.10 3.15 -4.15
H 3.9101 0.3502 0.4595 5.05 2.25 -1.42
H 3.5405 -0.9208 2.5907 3.48 -0.71 2.40
H 1.5303 -1.9842 2.9529 -0.32 0.77 -0.70
H -1.4431 1.6510 -3.3392 -0.22 -1.52 2.85
```
Positions in Å, forces in eV/Å.

- Max |F|: 12.281 eV Å⁻¹
- Lowest unoccupied orbital energy: 0.576 eV
- Highest occupied orbital energy: -9.07 eV
- Energy above the lowest of the compared OMol25 structures with the same formula, charge and spin: 3.0711 eV

Record 2
C10H8N2OS | ωB97M-V/def2-TZVPD

Structure (XYZ):
```
22
Properties=species:S:1:pos:R:3:forces:R:3
C 1.6999 1.4387 2.5369 0.10 -0.17 0.08
C 1.6003 0.1432 3.0508 -0.01 0.01 0.11
C 0.9052 1.8300 1.4947 -0.09 -0.11 -0.14
C 0.7461 -0.7556 2.4557 0.23 0.00 -0.01
C 0.0117 0.9303 0.8589 0.92 -0.65 0.91
C 0.0344 -0.4029 1.3140 -0.33 0.06 -0.39
C -1.6023 1.1438 -0.9888 0.32 0.36 0.41
C -1.4374 0.2544 -2.0454 -0.08 -0.27 -0.59
C -0.3876 -1.3577 -3.4140 0.12 -0.29 -1.14
C -0.4031 -1.7464 -1.1174 0.12 -0.74 0.19
N -0.8817 1.4573 0.0330 -1.04 0.88 -0.44
N -0.7272 -0.9128 -2.1155 -0.18 0.06 1.26
O 0.1363 -2.4023 -3.6590 -0.12 0.30 0.15
S -0.8407 -1.7298 0.5429 -0.11 0.45 -0.08
H 2.3930 2.1350 2.9844 0.03 0.11 0.02
H 2.2108 -0.1677 3.8845 0.01 0.01 0.11
H 0.9199 2.8453 1.1306 -0.04 0.12 -0.01
H 0.6711 -1.7660 2.8259 0.06 -0.16 0.01
H -2.4011 1.8630 -1.1644 -0.05 -0.02 -0.24
H -1.8923 0.5414 -2.9810 0.00 -0.06 -0.07
H -0.6557 -0.6112 -4.1762 -0.03 -0.07 0.05
H -0.0998 -2.7299 -1.4504 0.16 0.18 -0.17
```
Positions in Å, forces in eV/Å.

- Max |F|: 1.445 eV Å⁻¹
- Lowest unoccupied orbital energy (alpha / beta): -1.331 / -0.850 eV
- Highest occupied orbital energy (alpha / beta): -7.46 / -7.52 eV
- Energy above the lowest of the compared OMol25 structures with the same formula, charge and spin: 2.8496 eV

Record 3
C10H8O | ωB97M-V/def2-TZVPD

Structure (XYZ):
```
19
Properties=species:S:1:pos:R:3:forces:R:3
C 2.8745 0.3061 -1.5296 0.07 0.38 -0.56
C 1.9966 1.4091 -1.3663 2.38 0.03 -1.26
C 0.8076 1.2728 -0.7201 -4.53 2.11 1.02
C 0.4171 0.0391 -0.1292 1.76 -1.29 -0.60
C -0.8438 -0.2105 0.6160 -0.20 3.56 -3.36
C -1.2317 -0.8820 1.6789 -4.86 4.70 -4.06
C -2.6337 -0.6996 1.8026 -1.15 -1.03 2.99
C -3.0478 0.1106 0.8674 0.58 2.97 -3.27
O -1.9292 0.5493 0.0458 -0.64 -2.62 2.66
C 1.3212 -1.0699 -0.3042 -0.61 4.23 0.24
C 2.5610 -0.8802 -0.9258 -2.82 0.75 0.34
H 3.7311 0.2986 -2.2568 -0.74 0.54 1.15
H 2.4325 2.3296 -1.8028 -1.15 -0.31 0.29
H -0.1215 2.2014 -0.7063 3.36 -2.78 0.07
H -0.7400 -1.5124 2.1240 5.34 -6.24 5.00
H -3.2587 -1.0189 2.6750 0.66 0.03 -1.19
H -3.9915 0.5926 0.5772 0.61 -0.47 0.37
H 0.9594 -1.9278 0.1344 -0.11 -2.26 0.65
H 3.0962 -1.7305 -1.0501 2.05 -2.30 -0.47
```
Positions in Å, forces in eV/Å.

- Max |F|: 9.623 eV Å⁻¹
- Lowest unoccupied orbital energy: 0.841 eV
- Highest occupied orbital energy: -8.42 eV
- Energy above the lowest of the compared OMol25 structures with the same formula, charge and spin: 3.1170 eV

Record 4
C10H8O3S | ωB97M-V/def2-TZVPD

Structure (XYZ):
```
22
Properties=species:S:1:pos:R:3:forces:R:3
C 1.7956 -1.1101 1.3533 -0.17 -1.99 -0.22
C 0.9864 -0.1463 1.7981 0.68 4.28 1.19
C 1.6198 -1.6060 0.1031 1.03 -0.98 -1.16
C 0.1211 0.5275 0.9343 -0.13 -1.56 0.50
C 0.6786 -1.1332 -0.7426 -2.10 0.32 -2.14
C -0.1622 -0.0935 -0.2909 -1.31 0.85 -1.39
C -3.2057 1.5550 0.2691 1.67 1.26 -1.12
C -2.9197 -0.8077 0.5263 1.96 2.21 -2.71
C -2.0351 1.6545 -0.7906 -1.09 -3.44 1.86
C -1.3979 0.3261 -1.0903 0.53 -0.48 3.57
O -3.7900 2.5267 0.6250 -0.27 -0.33 0.07
O -3.4449 0.3593 0.8420 -1.53 -0.86 1.58
O -1.6809 -0.2050 -2.2695 1.64 -0.76 -2.01
S -3.1961 -2.2871 0.9246 -0.21 -0.61 0.44
H 2.3789 -1.7382 1.9529 1.28 -0.07 1.26
H 1.3425 0.4358 2.6871 -0.98 -0.95 -0.26
H 2.2938 -2.3779 -0.1995 0.15 -0.54 -0.36
H -0.4128 1.3414 1.3938 -0.35 0.29 -0.46
H 0.4831 -1.5975 -1.7859 0.53 0.67 1.96
H -2.4603 2.0221 -1.6514 -0.95 1.06 -1.97
H -1.3642 2.3255 -0.3632 1.16 1.29 0.62
H -0.8331 -0.5186 -2.7127 -1.54 0.34 0.75
```
Positions in Å, forces in eV/Å.

- Max |F|: 4.495 eV Å⁻¹
- Lowest unoccupied orbital energy (alpha / beta): -0.227 / -0.239 eV
- Highest occupied orbital energy (alpha / beta): -7.24 / -7.49 eV
- Energy above the lowest of the compared OMol25 structures with the same formula, charge and spin: 1.3719 eV